1.
14
Properties=species:S:1:pos:R:3:forces:R:3 method="wB97M-V/def2-TZVPD" charge=+1 lumo_ev="-4.81 / -4.44" orbital_gap_ev="3.4 / 3.7" e_homo_ev="-8.16 / -8.16"
O -0.181 -2.682 1.735 -7.81 3.01 -0.13
H -2.120 -0.047 2.500 0.30 -0.11 -0.35
H -0.140 1.718 -0.034 -0.20 -0.43 -0.01
C -0.547 0.889 -0.616 0.61 -0.26 -1.43
H -0.269 -0.250 2.669 -0.55 -0.64 -0.32
H -1.604 0.908 -0.888 0.30 -0.04 0.22
H -0.115 -0.897 -1.744 0.04 0.46 -0.20
Ba 3.382 1.779 -1.244 -0.10 0.30 -0.40
H 1.913 -0.982 -0.724 -0.39 -0.33 -0.08
C -1.227 -0.636 2.278 -2.14 -0.13 0.20
C -1.337 -1.935 1.864 10.20 -2.09 0.59
Li 0.400 2.234 -3.698 0.39 0.05 0.19
C 0.250 -0.012 -1.222 -1.20 -0.28 1.81
O 1.595 -0.085 -0.876 0.56 0.48 -0.09

=====

2.
46
Properties=species:S:1:pos:R:3:forces:R:3 method="wB97M-V/def2-TZVPD" e_above_lowest_kj_mol=0.0 charge=-1 lumo_ev=2.62 orbital_gap_ev=5.7 e_homo_ev=-3.09
H 1.784 -0.064 -4.789 -0.01 0.00 0.00
O -2.507 -3.252 1.227 -0.04 -0.05 0.07
H -3.241 3.497 1.805 0.02 0.00 0.01
B -1.213 0.614 -1.695 0.03 -0.03 -0.05
H 0.952 3.727 -3.138 0.01 0.00 0.00
C -2.665 0.343 2.100 -0.01 -0.15 -0.03
H 4.025 -1.672 2.913 0.00 0.07 0.01
C 0.267 1.695 -3.123 0.04 -0.07 -0.07
H -0.865 2.916 -4.463 0.01 0.00 -0.01
C 0.997 -0.545 -4.202 0.01 -0.09 0.01
C 2.057 -2.054 3.302 0.03 0.00 0.02
C 1.647 -2.025 1.967 0.01 -0.01 -0.04
O -3.103 -2.303 3.441 0.01 0.03 0.07
H 1.325 -1.556 -3.953 0.00 0.01 -0.01
Tl -3.489 0.176 -0.835 -0.12 -0.04 -0.22
H 2.391 -1.961 1.181 -0.01 0.00 0.00
N -2.582 -0.832 1.442 -0.20 0.35 0.26
H 2.033 -0.957 -1.704 0.02 0.00 -0.02
H 2.864 0.404 -2.484 0.00 0.02 0.01
H 1.410 -2.150 5.344 -0.01 -0.01 -0.01
N 3.421 -2.059 3.618 -0.01 -0.14 -0.01
H 0.097 -0.626 -4.808 0.01 0.02 -0.01
C -2.675 2.337 3.538 0.01 0.04 0.01
H -0.018 -2.047 0.612 0.01 0.02 -0.01
S -2.372 0.658 3.807 -0.02 -0.14 -0.01
O -0.386 -0.376 -2.239 -0.06 0.02 -0.09
H 1.799 0.677 -1.085 -0.01 -0.02 0.01
C 1.939 0.091 -1.993 -0.03 0.00 0.08
H 3.647 -1.739 4.545 0.00 0.07 -0.01
N -2.981 1.434 1.434 0.11 0.15 0.11
H 0.281 1.852 -5.303 0.00 0.00 0.00
C -0.419 1.921 -4.468 -0.09 -0.01 0.04
C -0.649 -2.164 2.656 0.13 -0.06 0.02
C 1.359 2.735 -2.937 0.01 0.03 0.03
H -1.223 1.198 -4.615 0.02 0.00 -0.02
C -0.252 -2.189 3.982 0.03 0.00 -0.07
H -1.009 -2.252 4.753 0.01 0.01 0.01
H -2.634 3.055 4.340 0.00 0.01 -0.02
S -2.362 -2.203 2.203 0.16 -0.12 -0.19
H 2.187 2.556 -3.629 0.00 0.02 0.00
C 0.732 0.221 -2.917 0.05 0.06 0.11
H 1.743 2.728 -1.919 0.00 -0.01 -0.01
C -2.985 2.540 2.240 -0.03 0.00 -0.09
O -0.730 1.865 -2.105 0.02 0.02 0.03
C 1.097 -2.133 4.305 -0.03 -0.01 0.02
C 0.305 -2.080 1.646 -0.05 0.04 0.04

=====

3.
17
Properties=species:S:1:pos:R:3:forces:R:3 method="wB97M-V/def2-TZVPD" e_above_lowest_kj_mol=43.7 lumo_ev=0.95 orbital_gap_ev=11.4 e_homo_ev=-10.42
O 1.412 -0.592 0.185 0.10 0.06 0.09
H 2.706 -0.043 1.691 0.20 0.22 0.00
H 1.681 1.907 -0.456 -0.12 0.06 -0.19
C -1.757 -1.166 -0.806 0.12 0.32 -0.24
H -3.378 0.231 -1.075 -0.07 -0.11 0.03
C -3.121 -0.607 -0.420 0.26 0.47 -0.07
H -3.934 -1.320 -0.467 -0.09 -0.28 -0.01
H -1.721 -1.614 -1.799 -0.31 -0.16 -0.01
H -1.035 -0.348 -0.861 0.07 -0.11 0.25
H -1.386 -1.895 -0.092 0.05 -0.07 0.08
C 2.437 1.637 0.271 0.27 -0.39 0.51
H 3.383 1.438 -0.240 -0.09 0.15 0.00
H 1.138 0.743 1.681 -0.18 -0.21 0.10
H 2.152 -1.050 -0.220 0.00 -0.08 -0.12
C 1.953 0.409 1.043 -0.32 0.26 -0.21
H 2.552 2.472 0.970 0.19 -0.07 -0.19
H -3.080 -0.201 0.595 -0.08 -0.08 -0.04

=====

4.
145
Properties=species:S:1:pos:R:3:forces:R:3 method="wB97M-V/def2-TZVPD" charge=+1 lumo_ev=-4.41 orbital_gap_ev=6.0 e_homo_ev=-10.42
H -6.451 1.230 -2.351 1.83 -0.64 1.50
C -1.424 -1.858 1.335 1.54 -1.06 -1.69
H 5.474 9.739 8.587 0.09 0.26 -0.01
H -2.441 0.863 -2.832 -0.30 -0.87 2.32
N 3.075 5.987 4.162 -0.06 -1.07 -0.10
H 4.257 5.887 2.475 -0.03 -0.07 0.03
H -1.063 -0.755 -6.189 -1.65 -1.64 0.92
C 3.541 7.525 9.949 0.28 -0.01 -0.09
H -3.234 4.150 -9.091 0.03 -0.11 0.08
H -9.828 2.500 -6.934 0.08 -0.08 0.06
C -2.120 3.405 -7.405 -0.14 -0.03 -0.15
C 4.574 -6.325 1.409 0.45 -0.25 -0.77
H 8.341 13.706 8.715 -0.02 -0.09 0.02
C 5.809 -8.223 1.012 -0.29 0.78 -0.45
C 2.525 7.533 9.008 0.00 -0.03 -0.91
C -1.839 -1.533 -5.776 -0.81 -1.24 0.06
C 4.854 7.434 9.498 -0.04 -0.12 0.02
H 1.483 7.598 9.310 0.10 0.01 0.02
C -0.236 -2.744 0.626 -3.51 3.05 -2.12
C 4.324 -6.701 2.720 0.10 -0.29 0.01
H -4.026 0.128 -7.815 -0.01 0.03 -0.05
H -1.432 -0.785 4.753 1.45 -1.26 -1.86
H -0.032 -2.043 4.625 -1.52 1.17 -1.73
O 1.212 0.179 4.314 -1.49 0.55 -0.40
C -0.854 -1.317 -1.793 -0.58 -0.22 3.78
C 2.173 3.901 4.976 0.20 -0.12 -0.37
H 2.688 2.136 3.854 0.04 0.10 0.00
C -8.002 -0.540 -10.692 -0.34 0.57 0.62
C 9.962 -8.792 3.134 0.16 -0.21 -0.06
H -10.980 1.272 -5.086 0.10 -0.02 0.01
H -2.555 -3.693 -6.184 0.94 1.71 -1.42
C -3.500 1.074 -7.727 0.59 -0.01 0.69
C -4.420 0.004 -2.096 -0.30 -0.40 -0.86
H 3.731 -6.070 3.371 0.05 0.00 -0.04
C -1.439 -2.146 -4.302 0.03 -0.18 -0.71
H 1.871 5.858 5.832 0.07 -0.03 -0.03
H 6.396 -8.794 0.298 -0.04 0.01 0.10
C -7.907 1.635 -6.479 -0.18 0.06 0.08
C -5.627 0.978 -1.553 -0.07 -0.27 1.34
O -2.969 0.789 2.830 -1.50 -2.55 -5.17
C -2.011 -0.503 -0.922 3.42 -2.06 -1.69
C 8.746 -9.228 3.634 -0.27 -0.83 0.16
H -4.546 -0.041 -3.283 0.51 0.12 2.61
H 1.347 -4.149 -1.390 -0.06 1.21 0.16
C 4.018 7.376 7.267 -0.80 0.07 0.05
C -1.721 -2.176 2.944 -0.36 -0.55 -0.49
C -9.166 0.299 -4.462 0.85 -0.24 -0.01
O 0.353 -5.672 0.947 1.23 2.71 2.22
H -8.983 -3.695 -10.007 0.01 0.13 0.00
H 0.837 -0.581 2.355 -1.28 0.51 1.77
H 6.113 7.285 7.748 -0.10 0.02 0.00
H 10.180 -7.733 3.054 -0.04 -0.10 0.02
C 10.575 -11.097 2.862 0.03 0.28 -0.01
N 6.568 12.896 8.040 0.30 -0.87 0.47
H 0.601 -1.377 -3.636 -2.39 0.82 1.03
H -5.207 1.986 -1.077 -0.85 -2.04 -1.26
H 11.279 -11.867 2.566 -0.09 0.06 0.03
C -2.039 -2.829 -6.803 0.43 0.34 0.68
C 3.559 3.919 3.016 -0.17 -0.07 0.19
H -6.157 0.410 -0.647 0.93 1.24 -1.95
C -9.332 -0.556 -8.817 0.43 0.54 -0.56
C 3.669 5.292 3.169 -0.34 0.57 0.60
C 0.207 -0.217 3.271 0.21 1.07 1.03
H -6.178 0.578 -5.742 -0.04 0.05 -0.05
C -9.272 1.826 -6.288 0.03 0.08 0.06
P 0.872 -4.053 1.458 4.03 -0.52 0.15
H 7.987 -8.520 3.956 0.10 -0.01 -0.05
N 5.307 -7.060 0.544 -0.14 -0.39 0.93
C 2.796 3.213 3.940 0.01 -0.08 -0.02
C 5.611 -8.685 2.304 -0.19 0.10 0.19
H -9.800 0.026 -8.029 0.03 -0.16 -0.09
C 9.331 -11.435 3.369 -0.70 0.50 0.29
H -2.903 -1.052 -5.666 2.37 -0.58 -0.22
C -1.927 2.303 -6.587 -0.47 -0.76 -0.11
H -5.653 -1.911 -2.017 2.29 0.71 0.97
N 2.424 -3.736 0.990 -3.65 0.05 0.31
H 3.316 7.586 11.007 0.00 0.00 -0.11
N -8.596 0.156 -9.698 -0.07 -0.98 -0.01
H 1.743 -3.574 3.493 -1.08 -0.58 -0.96
H -3.808 -2.293 -2.090 -1.35 1.51 1.21
H 5.678 7.423 10.206 -0.09 0.00 -0.06
H -9.623 -0.252 -3.645 -0.01 0.05 -0.07
H -0.975 -3.192 -7.132 -2.10 0.56 0.49
H -2.827 -1.938 3.266 2.14 -0.30 -1.11
H 4.181 -5.396 1.008 0.01 -0.08 0.13
H 2.454 -2.886 0.387 0.02 -0.86 0.62
C -7.242 0.764 -5.631 -0.35 -0.43 0.63
H -0.364 0.793 3.008 0.81 -2.56 0.22
H -1.619 -3.362 3.034 0.01 2.71 -0.20
H 1.573 3.380 5.713 0.04 0.09 0.01
H 6.036 -9.629 2.625 -0.01 0.07 -0.02
C 5.794 11.789 8.018 0.48 0.85 -0.05
C 0.043 -2.484 -1.003 -1.41 0.63 0.03
H 4.860 11.889 7.471 0.06 -0.05 0.06
C 8.167 11.654 9.355 -0.16 -0.22 -0.01
H 4.057 3.412 2.197 -0.02 0.06 0.07
H -1.555 4.317 -7.247 -0.04 -0.10 -0.01
C -9.498 -1.930 -8.884 0.14 -0.10 -0.22
N -2.237 -0.784 0.579 2.63 -1.76 -2.63
N -2.596 1.138 -6.724 -0.31 1.24 -0.66
C 10.893 -9.748 2.742 0.00 0.00 -0.01
H -0.668 0.010 -3.769 0.02 -2.09 1.08
H -10.098 -2.451 -8.147 0.04 0.07 -0.06
H -4.621 -0.719 1.626 1.17 0.58 -0.55
C 7.738 12.803 8.710 -0.80 0.17 -0.50
C 4.853 -7.905 3.172 -0.01 -0.05 0.03
N 8.408 -10.529 3.759 0.86 0.30 -0.42
H -3.991 1.305 0.684 0.63 -1.21 -0.41
H 11.859 -9.445 2.348 -0.11 -0.04 0.05
H 9.118 11.635 9.876 -0.08 0.03 -0.05
H -4.496 2.012 -9.387 0.06 -0.01 0.08
H 9.035 -12.474 3.478 0.06 0.07 -0.02
H -4.654 -1.693 -0.434 0.35 0.19 -2.20
C -0.738 -1.359 3.970 0.07 1.03 0.60
C 2.339 5.275 5.044 0.31 0.64 -0.42
C -3.761 2.120 -8.597 0.12 0.19 0.05
C -9.917 1.146 -5.260 0.15 0.12 -0.19
C -2.894 0.608 -1.782 -0.50 -0.03 0.67
N -7.841 0.091 -4.624 -0.45 0.60 -0.49
H -1.205 2.329 -5.776 0.00 0.07 -0.05
C -8.112 -1.912 -10.845 -0.15 -0.12 0.20
H -2.687 -2.560 -7.744 1.34 -0.53 1.91
N 1.064 -3.242 -1.826 -3.71 0.40 1.57
C -3.056 3.308 -8.429 0.00 0.01 0.00
H -7.614 -2.419 -11.664 -0.05 0.07 0.07
N 2.733 7.462 7.675 0.75 -0.04 0.73
C 7.347 10.531 9.316 -0.04 0.03 -0.04
C -8.875 -2.618 -9.920 0.01 -0.01 0.01
H 0.938 -6.373 1.384 -0.85 1.43 -0.65
H -7.375 2.150 -7.271 -0.06 -0.09 0.05
H -2.439 -2.459 -3.781 1.96 0.70 -0.78
H 4.159 7.322 6.192 -0.01 -0.01 0.06
H 7.650 9.613 9.811 -0.02 0.08 -0.04
P -3.477 0.182 1.424 0.89 2.05 6.33
C 6.136 10.597 8.635 0.21 0.02 0.13
H -7.414 0.055 -11.386 -0.05 -0.08 0.01
H 4.677 -8.233 4.192 0.04 0.01 -0.11
H 0.853 0.936 4.869 0.39 -1.50 -1.21
C 5.101 7.357 8.131 -0.14 -0.12 0.30
C -4.588 -1.573 -1.596 -1.54 0.34 -0.90
H -2.942 1.646 -1.194 0.11 -2.40 -1.18
O 0.897 -4.022 3.197 -0.23 -0.10 -2.92
H -0.846 -3.159 -4.507 -1.03 2.17 0.66
H 0.678 -3.525 -2.774 0.43 1.09 1.39
C -0.528 -1.086 -3.383 -0.04 -1.12 -0.27